No. 1
C3H8N2O | wB97M-V/def2-TZVPD

ORCA input file:
```
! RIJCOSX wB97M-V def2-TZVPD def2/J DEFGRID3
* xyz 0 1
C 0.53 -0.88 -0.38
C -1.60 1.38 1.12
N 1.94 -1.17 -0.53
C 0.23 0.58 -0.45
O -0.22 -1.59 -1.34
N -0.33 0.91 0.65
H 0.14 -1.39 -2.21
H -0.23 -0.73 0.72
H 2.08 -2.17 -0.59
H 2.45 -0.83 0.28
H 0.77 1.30 -1.06
H -2.42 1.30 0.40
H -1.47 2.44 1.35
H -1.87 0.85 2.04
*
```

energy relative to the best compared isomer or geometry (same formula, charge and spin): 122.5 kcal per mole
orbital gap: 8.010 eV
E_HOMO: -7.7 eV
DFT total energy: -8264.013 eV
lowest unoccupied orbital energy: 0.281 eV

=====

No. 2
C22H33NO4 | wB97M-V/def2-TZVPD

ORCA input file:
```
! RIJCOSX wB97M-V def2-TZVPD def2/J DEFGRID3
* xyz 0 1
C -4.22 -2.24 -0.30
C -4.12 -0.74 -0.10
H -5.12 -0.33 0.05
H -3.71 -0.28 -1.00
C -3.24 -0.35 1.10
C -1.82 -0.77 0.89
C -0.80 0.02 0.57
C -0.89 1.51 0.39
H -1.82 1.77 -0.12
H -0.06 1.86 -0.22
C -0.84 2.26 1.73
C -0.97 3.76 1.53
H -1.91 4.01 1.04
H -0.93 4.28 2.49
H -0.16 4.13 0.91
H -1.64 1.90 2.38
H 0.11 2.04 2.23
C 0.56 -0.61 0.27
N 0.76 -0.63 -1.17
C 0.57 -1.76 -1.88
O 0.46 -2.87 -1.42
O 0.56 -1.47 -3.20
C 0.34 -2.56 -4.10
C -1.09 -2.54 -4.66
C -1.33 -1.28 -5.49
H -0.64 -1.24 -6.33
H -1.17 -0.40 -4.88
H -2.35 -1.27 -5.87
C -2.11 -2.65 -3.53
H -2.08 -1.77 -2.90
H -3.12 -2.75 -3.94
H -1.91 -3.52 -2.91
H -1.18 -3.42 -5.31
H 0.53 -3.49 -3.56
H 1.06 -2.44 -4.91
H 0.69 0.24 -1.68
C 1.66 0.09 1.01
C 2.63 0.86 0.38
C 3.60 1.51 1.11
C 3.62 1.40 2.50
C 2.66 0.63 3.14
C 1.69 -0.01 2.40
H 0.94 -0.61 2.89
H 2.67 0.54 4.22
C 4.68 2.12 3.25
O 5.52 2.82 2.74
O 4.61 1.92 4.57
C 5.59 2.58 5.35
H 6.59 2.25 5.06
H 5.53 3.66 5.21
H 5.39 2.31 6.39
H 4.36 2.11 0.63
H 2.65 0.93 -0.70
H 0.54 -1.66 0.57
H -1.64 -1.83 0.99
H -3.63 -0.85 1.99
H -3.31 0.73 1.26
H -3.25 -2.67 -0.54
H -4.59 -2.73 0.60
H -4.90 -2.47 -1.12
*
```

energy relative to the best compared isomer or geometry (same formula, charge and spin): 0.8 kcal per mole
orbital gap: 9.605 eV
E_HOMO: -9.1 eV
DFT total energy: -33030.931 eV
SMILES: CCC/C=C(\CCC)[C@@H](NC(=O)OCC(C)C)c1ccc(C(=O)OC)cc1
lowest unoccupied orbital energy: 0.528 eV

=====

No. 3
C12H40KNO11 | wB97M-V/def2-TZVPD

ORCA input file:
```
! RIJCOSX wB97M-V def2-TZVPD def2/J DEFGRID3
* xyz 1 2
K 11.47 3.51 3.91
N 14.03 4.45 7.03
O 13.39 4.43 6.00
O 14.80 5.41 7.21
O 13.94 3.59 7.87
O 13.24 7.35 5.10
H 12.44 7.15 4.61
H 13.26 6.70 5.80
O 15.89 1.53 7.12
H 15.53 1.87 6.31
H 15.72 2.21 7.77
O 15.58 5.89 3.51
H 14.94 6.58 3.38
H 15.42 5.58 4.40
O 16.57 3.75 9.19
H 15.75 4.02 8.77
H 16.50 4.07 10.09
C 16.66 9.40 9.48
C 16.02 8.37 8.51
C 16.56 8.51 7.07
O 16.41 7.12 9.01
H 16.03 9.46 10.37
H 16.75 10.37 8.99
H 17.70 9.15 9.67
H 14.94 8.31 8.59
H 16.11 7.82 6.35
H 17.64 8.32 7.12
H 16.35 9.49 6.65
H 16.16 6.49 8.33
C 14.41 0.24 10.68
C 14.28 1.66 11.18
C 12.98 2.03 11.92
O 15.44 1.97 12.03
H 14.27 -0.39 11.56
H 15.39 0.13 10.21
H 13.70 -0.08 9.93
H 14.29 2.25 10.26
H 12.76 1.18 12.58
H 12.03 2.08 11.40
H 13.11 2.98 12.43
H 15.43 2.93 12.08
C 11.72 5.38 10.40
C 12.47 6.69 10.10
C 11.82 7.80 10.80
O 13.82 6.56 10.53
H 10.68 5.46 10.11
H 11.50 5.31 11.47
H 12.21 4.49 10.00
H 12.64 6.77 9.02
H 12.39 8.65 10.42
H 12.04 7.91 11.87
H 10.80 8.00 10.45
H 14.40 6.99 9.90
C 9.46 1.29 6.41
C 10.61 1.88 7.12
C 11.28 1.03 8.23
O 11.61 2.10 6.15
H 8.98 2.11 5.89
H 8.80 0.78 7.10
H 9.67 0.56 5.62
H 10.36 2.84 7.57
H 10.65 1.00 9.12
H 12.17 1.54 8.60
H 11.65 0.08 7.85
H 12.31 2.57 6.61
*
```

⟨S²⟩: 0.7553
orbital gap (alpha / beta): 8.475 / 2.861 eV
E_HOMO (alpha / beta): -11.9 / -11.9 eV
DFT total energy: -53417.668 eV
lowest unoccupied orbital energy (alpha / beta): -3.405 / -9.018 eV

=====

No. 4
C14H28Cl14 | wB97M-V/def2-TZVPD

ORCA input file:
```
! RIJCOSX wB97M-V def2-TZVPD def2/J DEFGRID3
* xyz 0 1
Cl 0.44 -0.05 -0.95
C -0.99 -0.10 0.21
C -1.18 -1.54 0.64
Cl -2.58 -1.62 1.76
H -1.82 0.20 -0.43
H -0.88 0.63 1.01
H -0.37 -1.95 1.25
H -1.45 -2.15 -0.22
Cl 3.94 2.79 0.23
C 3.14 1.98 -1.21
C 3.86 2.10 -2.62
Cl 4.08 3.71 -3.29
H 2.20 2.52 -1.17
H 2.98 0.93 -0.96
H 3.35 1.52 -3.39
H 4.89 1.74 -2.57
Cl 3.67 -1.30 -2.42
C 2.32 -2.49 -2.52
C 1.78 -2.49 -3.98
Cl 0.93 -0.97 -4.49
H 1.60 -2.27 -1.73
H 2.74 -3.46 -2.27
H 0.97 -3.19 -4.16
H 2.57 -2.48 -4.73
Cl 0.25 2.90 -3.77
C -1.31 3.17 -4.51
C -2.26 1.98 -4.38
Cl -2.81 1.74 -2.66
H -1.06 3.19 -5.58
H -1.78 4.08 -4.14
H -1.96 1.02 -4.82
H -3.18 2.36 -4.83
Cl -7.00 -2.18 3.61
C -5.42 -2.93 4.31
C -4.51 -1.75 4.69
Cl -3.00 -2.40 5.24
H -4.89 -3.41 3.49
H -5.62 -3.58 5.16
H -4.96 -1.27 5.56
H -4.39 -1.02 3.89
Cl 4.71 -2.48 3.16
C 3.78 -3.11 1.72
C 2.35 -3.43 2.21
Cl 1.54 -4.15 0.73
H 4.14 -4.10 1.46
H 3.85 -2.45 0.85
H 1.91 -2.49 2.53
H 2.19 -4.22 2.94
Cl -0.57 3.40 0.61
C -0.18 4.14 2.23
C -1.45 4.05 3.09
Cl -1.18 4.31 4.76
H 0.12 5.17 2.04
H 0.67 3.63 2.68
H -1.91 3.07 2.98
H -2.24 4.74 2.80
*
```

energy relative to the best compared isomer or geometry (same formula, charge and spin): 33.7 kcal per mole
orbital gap: 10.645 eV
E_HOMO: -10.3 eV
DFT total energy: -190286.760 eV
SMILES: ClCCCl.ClCCCl.ClCCCl.ClCCCl.ClCCCl.ClCCCl.ClCCCl
lowest unoccupied orbital energy: 0.327 eV

=====

No. 5
C21H26N2O | wB97M-V/def2-TZVPD

ORCA input file:
```
! RIJCOSX wB97M-V def2-TZVPD def2/J DEFGRID3
* xyz 0 1
O -6.39 -0.23 0.87
C -4.96 -0.50 0.69
C -4.44 -1.31 -0.26
C -3.19 -1.67 -0.32
C -2.33 -1.15 0.40
C -2.94 -0.17 1.53
C -4.33 0.03 1.72
H -4.67 0.87 2.16
H -2.27 0.45 2.07
C -0.84 -1.27 0.47
H -0.50 -0.80 1.47
H -0.81 -2.18 0.15
C -0.05 -0.59 -0.68
N 0.05 1.08 -0.14
C -1.09 1.80 -0.76
C -1.46 1.60 -2.00
N -1.63 0.07 -2.38
H -2.54 -0.10 -1.85
C -0.44 -0.49 -2.09
H 0.26 -0.30 -2.57
H -0.86 -1.65 -2.29
H -0.65 2.03 -2.58
H -2.26 2.35 -2.36
H -2.03 1.57 0.11
H -0.87 3.03 -0.65
C 1.43 1.59 -0.44
C 2.34 1.00 0.67
C 3.14 0.09 0.39
C 2.82 -1.27 1.26
C 3.67 -2.41 0.95
C 4.60 -2.26 -0.17
C 4.77 -1.24 -0.98
C 4.10 -0.03 -0.56
H 4.22 0.70 -1.17
H 5.51 -1.27 -1.63
H 5.20 -3.06 -0.29
H 3.49 -3.26 1.29
H 2.15 -1.23 2.20
C 3.02 2.34 1.41
C 1.82 1.67 2.17
H 2.29 0.80 3.05
H 0.85 2.11 2.45
H 3.96 2.08 1.75
H 2.81 3.17 1.11
H 1.66 1.33 -1.48
H 1.40 2.59 -0.44
H 1.02 -0.93 -0.47
H -2.73 -2.50 -0.97
H -5.25 -1.83 -1.00
H -7.06 -0.68 0.19
*
```

energy relative to the best compared isomer or geometry (same formula, charge and spin): 443.4 kcal per mole
orbital gap: 8.682 eV
E_HOMO: -7.9 eV
DFT total energy: -27208.437 eV
SMILES: Oc1ccc(C[C@H]2CNCCN2CC2(c3ccccc3)CC2)cc1
lowest unoccupied orbital energy: 0.751 eV

=====

No. 6
C4H12N4 | wB97M-V/def2-TZVPD

ORCA input file:
```
! RIJCOSX wB97M-V def2-TZVPD def2/J DEFGRID3
* xyz 0 1
C -1.74 -0.16 -0.56
C -0.13 1.67 0.46
N 2.07 -0.21 0.65
C 0.68 -0.70 0.10
C -0.24 0.24 0.05
N 2.89 0.49 -0.27
N 0.69 -2.01 -0.38
N -2.78 0.14 0.39
H 2.59 -1.03 0.94
H 2.62 1.47 -0.26
H 2.76 0.14 -1.22
H -0.20 -2.39 -0.64
H 1.21 -2.65 0.20
H -3.70 0.14 -0.04
H -2.76 -0.48 1.19
H -1.76 -1.21 -0.89
H -1.88 0.46 -1.45
H 0.52 1.77 1.33
H 0.27 2.29 -0.34
H -1.12 2.03 0.73
*
```

energy relative to the best compared isomer or geometry (same formula, charge and spin): 51.0 kcal per mole
orbital gap: 8.922 eV
E_HOMO: -8.1 eV
DFT total energy: -10301.060 eV
SMILES: C/C(CN)=C(/N)NN
lowest unoccupied orbital energy: 0.867 eV

=====

> The lowest DFT total energy belongs to which entry?

C14H28Cl14

=====

> The highest DFT total energy belongs to which entry?

C3H8N2O

=====

What did the third record say?
C12H40KNO11 | wB97M-V/def2-TZVPD

ORCA input file:
```
! RIJCOSX wB97M-V def2-TZVPD def2/J DEFGRID3
* xyz 1 2
K 11.47 3.51 3.91
N 14.03 4.45 7.03
O 13.39 4.43 6.00
O 14.80 5.41 7.21
O 13.94 3.59 7.87
O 13.24 7.35 5.10
H 12.44 7.15 4.61
H 13.26 6.70 5.80
O 15.89 1.53 7.12
H 15.53 1.87 6.31
H 15.72 2.21 7.77
O 15.58 5.89 3.51
H 14.94 6.58 3.38
H 15.42 5.58 4.40
O 16.57 3.75 9.19
H 15.75 4.02 8.77
H 16.50 4.07 10.09
C 16.66 9.40 9.48
C 16.02 8.37 8.51
C 16.56 8.51 7.07
O 16.41 7.12 9.01
H 16.03 9.46 10.37
H 16.75 10.37 8.99
H 17.70 9.15 9.67
H 14.94 8.31 8.59
H 16.11 7.82 6.35
H 17.64 8.32 7.12
H 16.35 9.49 6.65
H 16.16 6.49 8.33
C 14.41 0.24 10.68
C 14.28 1.66 11.18
C 12.98 2.03 11.92
O 15.44 1.97 12.03
H 14.27 -0.39 11.56
H 15.39 0.13 10.21
H 13.70 -0.08 9.93
H 14.29 2.25 10.26
H 12.76 1.18 12.58
H 12.03 2.08 11.40
H 13.11 2.98 12.43
H 15.43 2.93 12.08
C 11.72 5.38 10.40
C 12.47 6.69 10.10
C 11.82 7.80 10.80
O 13.82 6.56 10.53
H 10.68 5.46 10.11
H 11.50 5.31 11.47
H 12.21 4.49 10.00
H 12.64 6.77 9.02
H 12.39 8.65 10.42
H 12.04 7.91 11.87
H 10.80 8.00 10.45
H 14.40 6.99 9.90
C 9.46 1.29 6.41
C 10.61 1.88 7.12
C 11.28 1.03 8.23
O 11.61 2.10 6.15
H 8.98 2.11 5.89
H 8.80 0.78 7.10
H 9.67 0.56 5.62
H 10.36 2.84 7.57
H 10.65 1.00 9.12
H 12.17 1.54 8.60
H 11.65 0.08 7.85
H 12.31 2.57 6.61
*
```

⟨S²⟩: 0.7553
orbital gap (alpha / beta): 8.475 / 2.861 eV
E_HOMO (alpha / beta): -11.9 / -11.9 eV
DFT total energy: -53417.668 eV
lowest unoccupied orbital energy (alpha / beta): -3.405 / -9.018 eV

=====

Copy entry 3 word for word.
C12H40KNO11 | wB97M-V/def2-TZVPD

ORCA input file:
```
! RIJCOSX wB97M-V def2-TZVPD def2/J DEFGRID3
* xyz 1 2
K 11.47 3.51 3.91
N 14.03 4.45 7.03
O 13.39 4.43 6.00
O 14.80 5.41 7.21
O 13.94 3.59 7.87
O 13.24 7.35 5.10
H 12.44 7.15 4.61
H 13.26 6.70 5.80
O 15.89 1.53 7.12
H 15.53 1.87 6.31
H 15.72 2.21 7.77
O 15.58 5.89 3.51
H 14.94 6.58 3.38
H 15.42 5.58 4.40
O 16.57 3.75 9.19
H 15.75 4.02 8.77
H 16.50 4.07 10.09
C 16.66 9.40 9.48
C 16.02 8.37 8.51
C 16.56 8.51 7.07
O 16.41 7.12 9.01
H 16.03 9.46 10.37
H 16.75 10.37 8.99
H 17.70 9.15 9.67
H 14.94 8.31 8.59
H 16.11 7.82 6.35
H 17.64 8.32 7.12
H 16.35 9.49 6.65
H 16.16 6.49 8.33
C 14.41 0.24 10.68
C 14.28 1.66 11.18
C 12.98 2.03 11.92
O 15.44 1.97 12.03
H 14.27 -0.39 11.56
H 15.39 0.13 10.21
H 13.70 -0.08 9.93
H 14.29 2.25 10.26
H 12.76 1.18 12.58
H 12.03 2.08 11.40
H 13.11 2.98 12.43
H 15.43 2.93 12.08
C 11.72 5.38 10.40
C 12.47 6.69 10.10
C 11.82 7.80 10.80
O 13.82 6.56 10.53
H 10.68 5.46 10.11
H 11.50 5.31 11.47
H 12.21 4.49 10.00
H 12.64 6.77 9.02
H 12.39 8.65 10.42
H 12.04 7.91 11.87
H 10.80 8.00 10.45
H 14.40 6.99 9.90
C 9.46 1.29 6.41
C 10.61 1.88 7.12
C 11.28 1.03 8.23
O 11.61 2.10 6.15
H 8.98 2.11 5.89
H 8.80 0.78 7.10
H 9.67 0.56 5.62
H 10.36 2.84 7.57
H 10.65 1.00 9.12
H 12.17 1.54 8.60
H 11.65 0.08 7.85
H 12.31 2.57 6.61
*
```

⟨S²⟩: 0.7553
orbital gap (alpha / beta): 8.475 / 2.861 eV
E_HOMO (alpha / beta): -11.9 / -11.9 eV
DFT total energy: -53417.668 eV
lowest unoccupied orbital energy (alpha / beta): -3.405 / -9.018 eV